[1]
The following is a quantum chemistry calculation of C4H5NO as an isolated structure at a distorted geometry, from the OMol25 dataset.

```
11
Properties=species:S:1:pos:R:3:forces:R:3
C -1.326 0.349 -0.339 -0.653 1.719 -1.096
C -0.405 -0.192 0.606 2.307 -4.363 -1.920
O -0.641 -0.771 1.580 -0.377 0.181 2.706
C 1.298 -0.755 -0.096 -2.256 -1.168 0.585
C 1.447 0.590 0.007 1.744 2.342 -0.029
N 1.354 1.728 0.124 0.146 1.341 0.049
H -2.162 -0.316 -0.343 -0.529 -0.426 -0.136
H -0.927 0.515 -1.322 0.291 -0.144 -0.337
H -1.660 1.305 0.004 -0.424 0.711 0.258
H 1.367 -1.166 -1.088 -0.295 -0.126 -0.284
H 1.717 -1.368 0.682 0.047 -0.067 0.203
```
Forces are in eV/Å.

- LUMO energy (eV) = 0.437
- gap between HOMO and LUMO (hartree) = 0.3551
- highest occupied orbital energy (eV) = -9.22
- strongest force on any atom (hartree/bohr) = 0.1030
- calculated total energy (Eh) = -285.3212

[2]
The following is a quantum chemistry calculation of the molecule C4H5NO at a distorted geometry, from the OMol25 dataset.

```
11
Properties=species:S:1:pos:R:3:forces:R:3
C 0.850 -0.836 1.157 1.284 -0.705 0.672
C 0.045 -0.050 0.216 0.793 -1.062 -1.163
C -1.215 -0.045 -0.171 -4.115 -0.114 1.581
N -1.436 0.800 -1.273 1.983 -0.392 0.037
C -0.199 1.156 -1.578 -2.182 -0.213 0.785
O 0.700 0.659 -0.710 1.939 1.428 -1.295
H 0.712 -0.357 2.125 0.222 -0.400 0.384
H 0.542 -1.927 1.217 0.347 1.413 -0.114
H 1.965 -0.763 0.909 -1.659 -0.169 0.218
H -2.050 -0.499 0.474 1.192 0.735 -1.579
H 0.085 1.861 -2.364 0.194 -0.521 0.473
```
Forces are in eV/Å.

- LUMO energy (eV) = 0.976
- gap between HOMO and LUMO (hartree) = 0.3735
- highest occupied orbital energy (eV) = -9.19
- strongest force on any atom (hartree/bohr) = 0.0857
- calculated total energy (Eh) = -285.3840

[3]
The following is a quantum chemistry calculation of a 3-piece molecular cluster, C4H5NO overall, from the OMol25 dataset.

```
11
Properties=species:S:1:pos:R:3:forces:R:3
C -1.480 -0.270 -0.365 0.009 0.055 -0.024
C -0.094 -0.158 -0.206 -0.223 0.116 0.180
C 0.515 0.643 0.772 -0.099 -0.178 -0.087
O 1.839 0.581 0.508 0.022 0.016 -0.036
C 1.984 -0.379 -0.458 -0.020 -0.144 -0.127
N 0.887 -0.901 -0.875 0.230 0.161 0.123
H -1.700 0.719 1.196 0.002 -0.048 -0.096
H -1.909 -1.245 -0.599 0.070 0.110 0.043
H -2.108 0.577 -0.612 0.139 -0.103 0.099
H -0.931 1.076 1.370 0.014 -0.011 -0.096
H 2.997 -0.643 -0.732 -0.144 0.027 0.020
```
Forces are in eV/Å.

- LUMO energy (spin up / spin down) (eV) = -1.253 / -1.253
- gap between HOMO and LUMO (spin up / spin down) (hartree) = 0.2787 / 0.2787
- highest occupied orbital energy (spin up / spin down) (eV) = -8.84 / -8.84
- strongest force on any atom (hartree/bohr) = 0.0060
- calculated total energy (Eh) = -285.1935

[4]
The following is a quantum chemistry calculation of the molecule C4H5NO at a distorted geometry, from the OMol25 dataset.

```
11
Properties=species:S:1:pos:R:3:forces:R:3
N -2.834 -0.017 -0.218 -0.729 0.365 -0.011
C -1.778 -0.452 -0.192 -1.025 0.534 -0.137
C -0.463 -0.983 -0.133 -0.289 -0.508 0.001
C 0.654 -0.062 -0.400 1.955 -1.276 -1.014
C 1.349 0.823 0.278 -0.397 0.143 -0.302
O 0.654 1.629 1.072 -1.285 0.643 0.867
H -0.424 -1.499 0.820 0.503 -0.088 0.300
H -0.396 -1.736 -0.911 -0.117 -0.327 0.040
H 1.234 -0.386 -1.201 0.978 -1.096 -1.272
H 2.429 0.932 0.146 -0.469 0.629 0.116
H -0.247 1.457 0.677 0.876 0.981 1.412
```
Forces are in eV/Å.

- LUMO energy (eV) = 0.516
- gap between HOMO and LUMO (hartree) = 0.3615
- highest occupied orbital energy (eV) = -9.32
- strongest force on any atom (hartree/bohr) = 0.0495
- calculated total energy (Eh) = -285.3342

[5]
The following is a quantum chemistry calculation of a 2-piece molecular cluster, C4H5NO overall at a distorted geometry, from the OMol25 dataset.

```
11
Properties=species:S:1:pos:R:3:forces:R:3
C -1.706 -0.183 -0.002 -0.042 0.033 -0.013
C -0.389 0.215 0.522 0.118 0.315 -0.183
C 0.536 1.154 0.233 0.092 -0.373 -0.001
O 1.710 1.353 -0.049 -0.314 0.008 0.068
C 2.064 -1.146 -0.312 -0.887 -0.353 0.142
N 1.006 -1.583 -0.150 0.979 0.436 -0.142
H -1.612 -1.262 -0.174 -0.018 0.122 0.041
H -2.004 0.289 -0.946 0.096 -0.069 0.149
H -2.492 -0.064 0.751 0.148 -0.036 -0.099
H -0.165 1.993 0.589 -0.048 -0.029 0.023
H 3.053 -0.766 -0.462 -0.125 -0.053 0.015
```
Forces are in eV/Å.

- LUMO energy (eV) = -0.054
- gap between HOMO and LUMO (hartree) = 0.3236
- highest occupied orbital energy (eV) = -8.86
- strongest force on any atom (hartree/bohr) = 0.0210
- calculated total energy (Eh) = -285.2540

[6]
The following is a quantum chemistry calculation of C4H5NO as an isolated structure, from the OMol25 dataset.

```
11
Properties=species:S:1:pos:R:3:forces:R:3
O 0.839 -0.958 -1.315 -0.140 0.128 -0.189
C 0.282 -0.655 -0.061 0.030 -0.041 0.300
C 0.638 0.849 0.404 0.591 0.015 -0.045
C -1.220 -0.578 0.022 -0.086 -0.090 0.062
C -1.167 0.671 0.507 -0.061 0.483 0.103
N -0.669 1.748 0.824 -0.285 -0.575 -0.170
H 0.212 -0.644 -1.982 0.099 -0.046 0.041
H 0.745 -1.364 0.635 -0.099 0.151 -0.068
H 1.271 0.878 1.287 -0.097 0.006 -0.133
H 1.041 1.393 -0.446 -0.015 -0.067 0.124
H -1.971 -1.340 0.125 0.063 0.036 -0.026
```
Forces are in eV/Å.

- LUMO energy (eV) = 0.634
- gap between HOMO and LUMO (hartree) = 0.3250
- highest occupied orbital energy (eV) = -8.21
- strongest force on any atom (hartree/bohr) = 0.0129
- calculated total energy (Eh) = -285.2558

[7]
The following is a quantum chemistry calculation of the molecule C4H5NO, from the OMol25 dataset.

```
11
Properties=species:S:1:pos:R:3:forces:R:3
C 0.464 -0.459 1.623 0.004 -0.096 -0.045
C 0.247 -0.079 0.184 0.245 0.123 -0.060
C -0.904 -0.130 -0.674 0.234 -0.192 -0.329
C -0.523 0.589 -1.750 0.022 -0.135 -0.063
O 0.747 0.979 -1.634 -0.100 0.344 -0.128
N 1.225 0.555 -0.415 -0.205 0.055 0.389
H 1.530 -0.368 1.853 -0.192 -0.072 -0.077
H -0.069 0.235 2.286 0.015 -0.144 -0.228
H 0.131 -1.471 1.864 0.004 0.082 -0.134
H -1.773 -0.761 -0.716 -0.295 0.204 0.760
H -1.074 0.912 -2.621 0.267 -0.170 -0.085
```
Forces are in eV/Å.

- LUMO energy (eV) = 1.056
- gap between HOMO and LUMO (hartree) = 0.4029
- highest occupied orbital energy (eV) = -9.91
- strongest force on any atom (hartree/bohr) = 0.0163
- calculated total energy (Eh) = -285.3581

[8]
The following is a quantum chemistry calculation of the molecule C4H5NO, from the OMol25 dataset.

```
11
Properties=species:S:1:pos:R:3:forces:R:3
C 0.816 2.248 -0.510 0.012 0.047 -0.016
C 0.370 0.924 -0.082 -0.180 -0.480 0.177
C -0.019 -0.145 0.321 0.160 0.559 -0.104
C -0.548 -1.344 0.974 -0.070 -0.001 0.167
N -0.529 -2.475 0.217 0.005 -0.066 0.028
O -0.984 -1.313 2.110 0.130 -0.038 -0.361
H -0.030 2.943 -0.513 0.115 -0.109 -0.008
H 1.251 2.232 -1.514 -0.071 -0.053 0.148
H 1.566 2.636 0.187 -0.098 -0.072 -0.102
H -0.850 -3.329 0.647 0.054 0.121 -0.070
H -0.102 -2.506 -0.694 -0.058 0.093 0.142
```
Forces are in eV/Å.

- LUMO energy (eV) = 0.856
- gap between HOMO and LUMO (hartree) = 0.3951
- highest occupied orbital energy (eV) = -9.90
- strongest force on any atom (hartree/bohr) = 0.0115
- calculated total energy (Eh) = -285.3721

[9]
The following is a quantum chemistry calculation of the molecule C4H5NO, from the OMol25 dataset.

```
11
Properties=species:S:1:pos:R:3:forces:R:3
C -1.023 -0.685 0.596 -0.072 -0.007 -0.057
C 0.173 0.239 0.704 -0.050 -0.191 0.117
C 1.280 0.178 -0.293 0.031 0.047 0.107
C 0.485 1.323 -0.320 0.014 0.108 -0.151
N -0.075 1.291 -1.562 0.131 -0.085 0.176
O 0.409 0.217 -2.075 -0.029 -0.026 -0.002
H -1.880 -0.242 1.110 0.121 -0.064 -0.043
H -1.297 -0.854 -0.448 0.031 0.019 0.133
H -0.801 -1.652 1.058 -0.025 0.141 -0.038
H 0.485 0.447 1.731 -0.021 -0.023 -0.205
H 2.246 -0.261 -0.500 -0.131 0.080 -0.036
```
Forces are in eV/Å.

- LUMO energy (spin up / spin down) (eV) = -0.875 / -0.875
- gap between HOMO and LUMO (spin up / spin down) (hartree) = 0.2881 / 0.2881
- highest occupied orbital energy (spin up / spin down) (eV) = -8.71 / -8.71
- strongest force on any atom (hartree/bohr) = 0.0046
- calculated total energy (Eh) = -285.1361

[10]
The following is a quantum chemistry calculation of a 2-piece molecular cluster, C4H5NO overall at a distorted geometry, from the OMol25 dataset.

```
11
Properties=species:S:1:pos:R:3:forces:R:3
C 1.554 -1.400 0.161 2.407 0.218 -0.869
C 0.415 -0.834 -0.097 -1.853 -1.919 0.840
C -0.843 -0.616 -0.078 0.034 0.631 -0.187
C -2.032 -0.135 -0.013 0.315 -0.585 -0.635
N -3.174 0.234 -0.225 0.396 0.555 -0.393
H 1.940 -2.409 -0.112 -1.094 0.635 0.482
H 2.392 -0.718 0.319 0.129 -0.101 0.090
H -3.722 0.580 0.534 -0.591 -0.143 0.696
O 1.151 1.716 -0.459 0.726 -1.251 -0.375
H 0.860 2.605 -0.196 0.514 -1.084 1.023
H 1.460 0.978 0.166 -0.983 3.044 -0.671
```
Forces are in eV/Å.

- LUMO energy (eV) = -0.232
- gap between HOMO and LUMO (hartree) = 0.2994
- highest occupied orbital energy (eV) = -8.38
- strongest force on any atom (hartree/bohr) = 0.0636
- calculated total energy (Eh) = -285.2493